Formula: C19H27Cl5MnS2Si
Source: the OMol25 dataset
Level of theory: the ωB97M-V functional and the def2-TZVPD basis

Last column: Löwdin charge in e.
Atoms and positions in Å:
Mn  0.06332  -0.45515  0.09362  0.21
Cl  2.46080  2.14419  2.10206  0.66
C  2.99268  0.70879  1.28265  -0.72
C  2.04236  -0.21382  0.84936  -0.27
C  2.56058  -1.34526  0.28934  -0.62
Cl  1.25979  -2.51042  -0.19847  0.73
C  3.88984  -1.64341  0.04688  -0.71
Cl  4.38017  -3.09354  -0.72650  0.70
C  4.80129  -0.68766  0.48600  -0.70
Cl  6.48544  -0.96452  0.27117  0.69
C  4.35565  0.48316  1.11698  -0.70
Cl  5.51220  1.62398  1.68121  0.68
C  0.18865  5.29216  -1.08459  -0.08
C  0.05268  3.81809  -0.99223  -0.71
S  1.29841  2.66444  -1.43582  0.68
C  -1.00406  3.06619  -0.63515  -0.59
C  -2.37125  3.42958  -0.20257  -0.08
S  -0.35618  1.42543  -0.97254  0.59
H  1.11151  5.62890  -0.61264  0.08
H  -0.64269  5.77998  -0.57989  0.08
H  0.20433  5.61963  -2.12470  0.09
H  -2.56138  4.47309  -0.45246  0.08
H  -2.50801  3.30884  0.87124  0.08
H  -3.12203  2.82601  -0.70854  0.06
C  -1.88742  -3.34528  0.04682  -0.24
Si  -2.21168  -1.46198  -0.10564  0.67
C  -3.17487  -0.98351  1.50021  -0.66
C  -2.20143  -1.22551  2.66753  -0.12
C  -3.58654  0.47800  1.56287  -0.11
C  -4.41106  -1.85701  1.72344  -0.10
C  -3.15122  -1.22269  -1.77294  -0.66
C  -3.81189  0.14493  -1.90694  -0.10
C  -2.10379  -1.35598  -2.88869  -0.12
C  -4.21859  -2.30077  -1.99624  -0.10
H  -2.81818  -3.91233  0.09455  0.03
H  -1.31020  -3.59013  0.93400  0.01
H  -1.33541  -3.73181  -0.80813  0.01
H  -1.28734  -0.60612  2.57583  0.07
H  -1.89502  -2.26600  2.75053  0.07
H  -2.66745  -0.95258  3.61756  0.09
H  -2.72024  1.12810  1.44925  0.05
H  -4.02577  0.69225  2.53990  0.09
H  -4.32064  0.75510  0.80509  0.07
H  -4.16758  -2.91845  1.77263  0.07
H  -5.15211  -1.71736  0.93918  0.07
H  -4.89008  -1.58967  2.66893  0.08
H  -3.11644  0.95988  -1.70411  0.04
H  -4.66988  0.25473  -1.24144  0.07
H  -4.17484  0.27715  -2.92808  0.09
H  -1.34749  -0.56359  -2.82852  0.04
H  -2.58053  -1.28430  -3.86881  0.08
H  -1.58780  -2.31683  -2.85236  0.07
H  -4.98208  -2.28899  -1.22071  0.07
H  -3.79098  -3.30274  -2.02892  0.07
H  -4.72126  -2.13059  -2.95169  0.08

Cartesian forces (eV/Å) of the 3 atoms listed first:
-0.09 0.44 0.39
-0.06 -0.01 -0.11
-0.18 -0.19 0.04

Computed properties:
- LUMO (spin up / spin down) (eV) = -0.82 / 0.02
- strongest force on any atom (Eh/bohr) = 0.013
- HOMO-LUMO gap (spin up / spin down) (eV) = 7.1 / 7.5
- multiplicity = 4

Formula: C57H50AsBr2CsN2O7S2
Source: the OMol25 dataset
Level of theory: the ωB97M-V functional and the def2-TZVPD basis

Last column: Löwdin charge in e.
Atoms and positions in Å:
Cs  1.08494  -1.14811  1.21030  1.80
C  3.92144  1.23901  0.29419  -0.02
C  3.74539  1.21624  1.78136  -0.37
C  4.78602  1.52912  2.67962  -0.03
C  4.55272  1.47732  4.02583  -0.04
C  3.29598  1.05098  4.51027  -0.20
C  2.94733  0.92203  5.87150  -0.64
Br  4.18698  1.42879  7.23786  0.68
C  1.73451  0.40899  6.25367  -0.20
C  0.80900  0.04005  5.28499  -0.62
Br  -0.86597  -0.67784  5.82344  0.71
C  0.99758  0.21470  3.89465  -0.57
O  0.11443  -0.03965  3.03529  -0.48
C  2.31852  0.72754  3.53087  -0.20
N  2.55520  0.87097  2.21644  -0.04
H  4.79249  1.82091  -0.00988  0.08
H  3.01276  1.63824  -0.15934  0.06
H  4.03630  0.21209  -0.06040  0.07
H  5.75979  1.81480  2.30156  0.11
H  5.32590  1.74605  4.73351  0.07
H  1.49347  0.29217  7.30106  0.09
C  -8.31228  -1.55830  1.26627  -0.06
C  -6.83972  -1.34819  1.02645  -0.28
C  -6.38688  -0.59654  -0.05226  -0.04
C  -5.02955  -0.40519  -0.26121  -0.07
C  -4.10732  -0.97548  0.59745  -0.33
C  -4.54318  -1.69493  1.70086  -0.07
C  -5.90070  -1.88319  1.90456  -0.05
S  -2.32835  -0.71800  0.21805  1.03
O  -2.36801  0.33186  -0.81606  -0.47
C  -2.26600  -2.38371  -0.54081  -0.29
C  -2.12799  -3.44772  0.37035  -0.06
C  -1.96560  -4.72536  -0.06899  0.00
C  -1.93933  -5.00768  -1.45101  -0.15
C  -1.77983  -6.32389  -1.94125  -0.03
C  -1.75064  -6.57525  -3.28315  -0.09
C  -1.88382  -5.51654  -4.20229  -0.08
C  -2.02452  -4.23066  -3.76030  -0.01
C  -2.05631  -3.93647  -2.37452  -0.09
C  -2.19233  -2.59890  -1.89462  -0.14
C  -2.14297  -1.49089  -2.89543  -0.16
C  -3.33275  -1.14101  -3.59420  -0.11
C  -4.57369  -1.76864  -3.32579  -0.02
C  -5.70579  -1.40306  -3.99988  -0.09
C  -5.65693  -0.39728  -4.98553  -0.10
C  -4.47279  0.22431  -5.26840  -0.05
C  -3.28551  -0.12788  -4.58510  -0.16
C  -2.04139  0.46882  -4.88155  -0.02
C  -0.91065  0.09290  -4.21518  -0.05
C  -0.94634  -0.87224  -3.18537  -0.21
S  0.58559  -1.35984  -2.18232  1.08
O  0.01220  -1.33238  -0.81629  -0.96
C  1.30615  0.28596  -2.38269  -0.37
C  0.67309  1.36177  -1.77855  -0.06
C  1.20518  2.63129  -1.92812  -0.06
C  2.37716  2.84305  -2.64961  -0.28
C  2.93489  4.23535  -2.78835  -0.05
C  3.00890  1.74706  -3.22789  -0.04
C  2.47377  0.47262  -3.10102  -0.07
H  -8.88991  -1.34173  0.36790  0.07
H  -8.66802  -0.90217  2.06431  0.08
H  -8.51336  -2.58692  1.56827  0.07
H  -7.10018  -0.15659  -0.74038  0.11
H  -4.66235  0.18283  -1.09288  0.11
H  -3.83016  -2.10498  2.40586  0.11
H  -6.24231  -2.45326  2.76170  0.11
H  -2.11110  -3.23256  1.43302  0.11
H  -1.82788  -5.53601  0.63611  0.12
H  -1.66628  -7.13272  -1.22865  0.11
H  -1.61745  -7.58601  -3.64859  0.10
H  -1.87252  -5.72558  -5.26482  0.10
H  -2.11884  -3.41895  -4.46944  0.12
H  -4.61705  -2.54384  -2.57088  0.12
H  -6.65031  -1.88484  -3.77664  0.10
H  -6.55934  -0.12444  -5.51941  0.09
H  -4.42384  0.99594  -6.02902  0.10
H  -1.99999  1.23799  -5.64510  0.11
H  0.03260  0.55318  -4.47875  0.11
H  -0.24019  1.20650  -1.21488  0.10
H  0.70243  3.47326  -1.46425  0.09
H  2.35235  4.81109  -3.51211  0.08
H  3.96996  4.21236  -3.12848  0.07
H  2.88702  4.76243  -1.83388  0.07
H  3.93622  1.88177  -3.77323  0.11
H  2.96914  -0.38736  -3.53278  0.12
O  7.47853  -5.56601  0.05992  -0.06
C  7.62952  -4.33373  -0.04050  -0.73
O  8.60727  -3.66404  -0.43139  -0.07
C  6.41601  -3.48273  0.40779  -0.11
C  6.53248  -2.67331  1.53739  -0.02
C  5.44841  -1.91403  1.93458  -0.14
N  4.27874  -1.90170  1.29448  0.08
C  4.16480  -2.67157  0.21032  -0.21
C  5.20079  -3.46641  -0.26434  0.05
C  2.79791  -2.61346  -0.44965  -0.79
O  1.90529  -3.34459  -0.00988  -0.16
O  2.67121  -1.74263  -1.35935  -0.17
H  7.46411  -2.64460  2.08789  0.11
H  5.50950  -1.26542  2.80541  0.09
H  5.05249  -4.07374  -1.14908  0.13
C  -1.85899  4.31981  0.64764  -0.19
C  -0.44920  4.82544  0.95555  -0.47
As  0.67509  3.31617  1.63824  1.27
C  0.01347  3.40113  3.49969  -0.41
C  0.19777  4.68515  4.30101  -0.17
C  2.39220  4.31634  1.86389  -0.42
C  2.34827  5.84169  1.85661  -0.18
H  -2.50096  5.11748  0.26494  0.06
H  -2.32748  3.91322  1.54670  0.06
H  -1.82828  3.51671  -0.09244  0.05
H  -0.49198  5.64927  1.67130  0.04
H  0.00985  5.21468  0.04240  0.04
H  0.51155  2.59360  4.02409  0.04
H  -1.04306  3.12516  3.45774  0.06
H  1.25415  4.94231  4.39640  0.06
H  -0.19643  4.55352  5.31220  0.07
H  -0.33015  5.52941  3.85028  0.05
H  3.05110  3.97163  1.06301  0.04
H  2.83550  3.95524  2.79600  0.06
H  1.98821  6.22298  0.89946  0.05
H  3.34808  6.25496  2.01899  0.06
H  1.69502  6.23259  2.63663  0.04

Cartesian forces (eV/Å) of the 3 atoms listed first:
1.80 -1.23 1.53
-0.04 0.04 0.08
-0.10 0.02 0.03

Computed properties:
- LUMO (eV) = 3.21
- strongest force on any atom (Eh/bohr) = 0.064
- HOMO-LUMO gap (eV) = 5.9
- total charge = -2
- multiplicity = 1

Formula: C3H3NO2
Source: the OMol25 dataset
Level of theory: the ωB97M-V functional and the def2-TZVPD basis

Last column: Löwdin charge in e.
Atoms and positions in Å:
C  -1.03558  -0.39695  -0.46141  -0.08
C  -0.04720  0.11816  0.53848  -0.23
C  1.31418  0.03389  -0.08275  -0.25
N  -1.76044  0.66695  -0.37205  0.11
O  -0.88122  1.32917  0.51344  -0.07
O  2.23679  0.74423  -0.29428  0.11
H  -1.23216  -1.23339  -1.01833  0.09
H  -0.01203  -0.23818  1.62527  0.19
H  1.41767  -1.02388  -0.44838  0.13

Cartesian forces (eV/Å) of the 3 atoms listed first:
-0.64 2.18 2.12
-0.25 0.67 0.92
0.44 -1.88 -0.58

Computed properties:
- SMILES = O=C[C@@H]1C=NO1
- LUMO (eV) = 0.19
- strongest force on any atom (Eh/bohr) = 0.060
- HOMO-LUMO gap (eV) = 10.7
- multiplicity = 1

Respective energy above the lowest of the compared OMol25 structures with the same formula, charge and spin values: 0.000 0.000 4.611 eV.